Record 1
{
  "formula": "C55H70NP3SiY",
  "method": "ωB97M-V with the def2-TZVPD basis set",
  "energy_ev": -96447.2800,
  "total_charge": 1,
  "lumo_ev": -2.203,
  "relative_energy_kcal_mol": 0.0,
  "homo_lumo_gap_ev": 7.380,
  "species": ["Y", "C", "Si", "C", "C", "C", "C", "C", "C", "P", "C", "C", "C", "C", "C", "C", "C", "C", "C", "C", "C", "C", "C", "C", "C", "C", "C", "C", "P", "C", "C", "C", "C", "C", "C", "C", "C", "C", "C", "C", "C", "H", "H", "H", "H", "H", "H", "H", "H", "H", "H", "H", "H", "H", "H", "H", "H", "H", "H", "H", "H", "H", "H", "H", "H", "H", "H", "H", "H", "H", "H", "H", "H", "H", "H", "H", "H", "H", "H", "H", "H", "H", "H", "H", "H", "H", "H", "H", "H", "H", "H", "H", "H", "H", "H", "H", "N", "P", "C", "C", "C", "C", "C", "C", "C", "C", "C", "C", "C", "C", "C", "C", "C", "C", "C", "C", "H", "H", "H", "H", "H", "H", "H", "H", "H", "H", "H", "H", "H", "H", "H"],
  "positions_angstrom": [[0.023, 0.379, 0.726], [2.399, 2.175, -2.565], [1.886, 0.739, -1.450], [3.526, 0.306, -0.518], [4.556, -0.223, -1.304], [5.793, -0.558, -0.781], [6.046, -0.354, 0.568], [5.057, 0.182, 1.372], [3.798, 0.503, 0.854], [2.499, 1.164, 1.959], [2.900, 2.895, 2.522], [1.696, 3.812, 2.271], [1.556, 4.178, 0.797], [2.832, 4.839, 0.283], [4.039, 3.929, 0.483], [4.184, 3.507, 1.943], [2.475, 0.216, 3.548], [3.726, 0.188, 4.459], [4.339, -1.211, 4.522], [3.350, -2.221, 5.111], [1.916, -2.008, 4.584], [1.932, -1.198, 3.290], [1.586, -0.740, -2.646], [1.919, -0.593, -3.998], [1.622, -1.563, -4.945], [0.983, -2.729, -4.559], [0.649, -2.913, -3.229], [0.931, -1.935, -2.274], [0.458, -2.178, -0.528], [-1.310, -2.712, -0.397], [-1.795, -4.091, -0.891], [-1.925, -5.086, 0.262], [-3.027, -4.647, 1.233], [-3.088, -3.117, 1.347], [-1.716, -2.499, 1.081], [1.563, -3.516, 0.113], [3.005, -2.996, 0.149], [3.928, -3.983, 0.859], [3.878, -5.356, 0.197], [2.444, -5.865, 0.094], [1.544, -4.858, -0.624], [3.331, 1.967, -3.096], [2.559, 3.074, -1.970], [1.624, 2.401, -3.299], [4.377, -0.391, -2.360], [6.560, -0.971, -1.423], [7.012, -0.599, 0.989], [5.278, 0.358, 2.415], [3.029, 2.787, 3.604], [1.842, 4.729, 2.851], [0.774, 3.348, 2.649], [0.696, 4.831, 0.653], [1.360, 3.273, 0.201], [2.990, 5.779, 0.823], [2.724, 5.100, -0.772], [4.952, 4.434, 0.161], [3.936, 3.044, -0.147], [4.422, 4.390, 2.545], [5.022, 2.819, 2.057], [1.681, 0.755, 4.087], [3.431, 0.481, 5.470], [4.465, 0.927, 4.144], [5.250, -1.191, 5.121], [4.636, -1.530, 3.520], [3.348, -2.136, 6.199], [3.689, -3.232, 4.880], [1.318, -1.467, 5.322], [1.421, -2.967, 4.428], [0.906, -1.145, 2.882], [2.540, -1.711, 2.542], [2.416, 0.308, -4.329], [1.892, -1.407, -5.981], [0.748, -3.494, -5.287], [0.157, -3.831, -2.941], [-1.820, -1.941, -0.990], [-1.158, -4.492, -1.679], [-2.780, -3.954, -1.348], [-0.974, -5.152, 0.795], [-2.131, -6.086, -0.122], [-2.842, -5.087, 2.215], [-3.993, -5.027, 0.898], [-3.459, -2.817, 2.328], [-3.786, -2.705, 0.612], [-0.979, -2.948, 1.759], [-1.787, -1.427, 1.312], [1.225, -3.678, 1.147], [3.057, -2.016, 0.620], [3.347, -2.853, -0.882], [3.618, -4.074, 1.908], [4.950, -3.597, 0.863], [4.493, -6.068, 0.751], [4.303, -5.283, -0.809], [2.049, -6.050, 1.099], [2.421, -6.820, -0.433], [0.535, -5.257, -0.707], [1.920, -4.709, -1.641], [-1.936, 1.024, 1.078], [-3.038, 1.562, 0.105], [-4.701, 1.566, 0.806], [-5.773, 2.153, 0.137], [-7.042, 2.107, 0.690], [-7.241, 1.481, 1.915], [-6.175, 0.903, 2.587], [-4.903, 0.944, 2.032], [-2.766, 3.244, -0.510], [-2.256, 4.171, 0.399], [-2.052, 5.486, 0.011], [-2.343, 5.878, -1.289], [-2.848, 4.960, -2.196], [-3.066, 3.645, -1.809], [-3.128, 0.513, -1.383], [-4.131, -0.440, -1.537], [-4.059, -1.368, -2.570], [-2.981, -1.358, -3.444], [-1.973, -0.413, -3.295], [-2.049, 0.521, -2.273], [-5.616, 2.649, -0.814], [-7.873, 2.563, 0.171], [-8.232, 1.449, 2.347], [-6.333, 0.424, 3.543], [-4.053, 0.505, 2.540], [-2.025, 3.851, 1.409], [-1.669, 6.206, 0.721], [-2.179, 6.902, -1.594], [-3.075, 5.270, -3.207], [-3.467, 2.934, -2.520], [-4.972, -0.454, -0.854], [-4.847, -2.100, -2.690], [-2.923, -2.084, -4.243], [-1.129, -0.408, -3.973], [-1.265, 1.267, -2.167]],
  "forces_ev_per_a": [[-0.10, -0.03, 0.18], [-0.01, -0.01, 0.03], [-0.24, -0.04, 0.26], [0.00, 0.00, -0.02], [-0.01, 0.01, 0.06], [-0.01, -0.02, -0.03], [0.01, 0.00, 0.00], [0.01, 0.01, 0.04], [0.00, 0.03, -0.03], [-0.03, 0.11, -0.08], [0.11, -0.04, 0.06], [-0.10, -0.02, 0.01], [0.03, -0.03, 0.00], [-0.02, 0.00, -0.03], [0.00, 0.04, 0.07], [-0.09, 0.00, -0.02], [-0.13, 0.03, 0.01], [0.01, -0.05, 0.02], [0.01, 0.04, 0.01], [0.01, 0.00, 0.02], [0.01, 0.02, -0.02], [-0.03, 0.03, 0.02], [0.01, 0.01, -0.04], [-0.05, -0.09, 0.02], [0.03, 0.06, 0.03], [-0.01, -0.02, -0.04], [-0.03, -0.03, 0.04], [0.01, 0.07, 0.03], [0.10, -0.21, -0.13], [0.02, 0.04, -0.03], [-0.01, -0.05, -0.04], [-0.02, 0.03, -0.04], [0.00, 0.00, 0.01], [0.02, 0.02, 0.00], [-0.06, 0.02, -0.01], [-0.05, 0.05, 0.03], [0.03, -0.06, -0.03], [-0.03, -0.01, 0.00], [0.00, 0.01, 0.03], [0.00, -0.01, -0.02], [0.02, -0.02, 0.01], [0.03, 0.01, -0.05], [-0.01, 0.03, 0.01], [-0.03, 0.02, -0.04], [-0.01, 0.00, -0.05], [0.02, -0.01, -0.01], [0.02, -0.01, 0.01], [0.00, -0.01, -0.03], [0.02, 0.00, -0.02], [-0.02, -0.01, 0.01], [0.09, 0.05, -0.03], [-0.03, 0.02, -0.01], [-0.01, 0.02, 0.02], [-0.01, 0.02, 0.00], [0.01, 0.01, 0.01], [0.01, 0.00, -0.01], [-0.01, -0.08, -0.04], [-0.01, 0.00, 0.02], [0.05, -0.04, 0.01], [0.07, 0.00, -0.03], [0.00, -0.01, 0.00], [-0.04, 0.00, 0.03], [0.01, 0.00, 0.00], [0.01, 0.00, -0.03], [0.00, -0.02, 0.00], [0.00, -0.01, -0.01], [-0.01, 0.01, 0.00], [-0.01, 0.00, 0.00], [0.02, -0.02, 0.03], [0.00, -0.02, -0.03], [0.02, 0.06, -0.01], [0.01, 0.00, -0.03], [-0.01, -0.03, -0.02], [0.00, 0.02, -0.01], [0.00, -0.05, 0.04], [-0.05, 0.04, 0.05], [0.00, -0.02, -0.01], [0.04, -0.02, 0.01], [0.00, 0.00, 0.00], [-0.01, -0.01, 0.01], [-0.01, -0.01, 0.00], [0.00, 0.00, 0.00], [-0.02, 0.01, 0.00], [0.01, 0.01, 0.01], [0.02, -0.03, -0.01], [0.01, 0.00, -0.01], [0.03, 0.03, 0.00], [0.00, 0.01, 0.00], [0.00, 0.01, 0.02], [0.00, 0.02, 0.00], [0.01, -0.01, -0.01], [0.02, 0.00, -0.01], [-0.02, -0.01, 0.01], [-0.02, -0.01, 0.01], [0.02, -0.03, 0.01], [-0.01, 0.02, 0.00], [0.34, 0.36, -0.22], [0.09, -0.21, -0.06], [0.02, -0.01, -0.03], [0.01, -0.02, 0.03], [0.02, 0.00, -0.01], [-0.01, 0.00, 0.00], [-0.01, 0.00, 0.00], [0.02, -0.01, -0.01], [0.02, 0.01, 0.11], [-0.03, -0.02, -0.05], [0.00, -0.02, 0.00], [0.01, 0.03, 0.03], [-0.02, -0.02, -0.02], [-0.02, 0.00, 0.04], [-0.08, -0.03, 0.06], [0.01, 0.05, -0.06], [0.00, 0.01, 0.03], [-0.02, -0.01, -0.01], [0.02, 0.04, -0.02], [0.02, 0.01, 0.06], [-0.01, 0.01, -0.02], [-0.03, 0.01, -0.01], [-0.01, 0.00, 0.01], [0.00, -0.01, 0.02], [0.00, 0.00, 0.02], [0.00, 0.02, -0.01], [0.01, 0.02, 0.02], [0.00, 0.02, 0.00], [-0.01, 0.00, -0.03], [0.01, 0.01, -0.02], [0.01, -0.01, 0.00], [-0.02, -0.02, 0.00], [-0.01, -0.02, -0.02], [0.03, 0.01, -0.01], [-0.01, -0.03, -0.03]],
  "lowdin_charge": [1.06, -0.23, 0.55, -0.32, -0.10, -0.06, -0.06, -0.10, -0.38, 1.03, -0.41, -0.22, -0.21, -0.19, -0.19, -0.18, -0.44, -0.19, -0.20, -0.18, -0.17, -0.24, -0.32, -0.10, -0.07, -0.07, -0.10, -0.37, 1.04, -0.41, -0.18, -0.20, -0.18, -0.18, -0.25, -0.42, -0.22, -0.19, -0.20, -0.19, -0.20, 0.03, 0.00, 0.03, 0.10, 0.11, 0.11, 0.09, 0.11, 0.12, 0.10, 0.10, 0.06, 0.12, 0.11, 0.12, 0.09, 0.12, 0.10, 0.11, 0.12, 0.09, 0.12, 0.10, 0.11, 0.11, 0.12, 0.11, 0.08, 0.09, 0.09, 0.11, 0.11, 0.08, 0.08, 0.08, 0.12, 0.10, 0.12, 0.11, 0.11, 0.11, 0.11, 0.10, 0.04, 0.11, 0.06, 0.12, 0.11, 0.11, 0.11, 0.12, 0.12, 0.12, 0.08, 0.11, -0.44, 0.73, -0.31, -0.08, -0.07, -0.07, -0.07, -0.08, -0.29, -0.09, -0.09, -0.07, -0.07, -0.09, -0.29, -0.07, -0.08, -0.07, -0.07, -0.12, 0.11, 0.11, 0.11, 0.11, 0.09, 0.10, 0.11, 0.11, 0.11, 0.11, 0.11, 0.11, 0.11, 0.10, 0.09]
}


Record 2
{
  "formula": "C4H7FO",
  "method": "ωB97M-V with the def2-TZVPD basis set",
  "smiles": "CC(=O)[C@@H](C)F",
  "energy_ev": -9026.2709,
  "total_charge": 0,
  "lumo_ev": 0.925,
  "relative_energy_kcal_mol": 0.0,
  "homo_lumo_gap_ev": 10.786,
  "species": ["C", "C", "C", "C", "H", "H", "H", "H", "H", "H", "H", "O", "F"],
  "positions_angstrom": [[0.840, 0.001, -1.592], [-0.182, 0.530, -0.612], [0.194, 0.238, 0.832], [-0.796, -0.502, 1.676], [1.832, 0.453, -1.519], [0.524, 0.144, -2.622], [1.023, -1.103, -1.481], [-0.121, 1.618, -0.656], [-1.782, 0.014, 1.646], [-0.395, -0.542, 2.690], [-0.952, -1.485, 1.263], [1.229, 0.626, 1.303], [-1.414, 0.008, -0.929]],
  "forces_ev_per_a": [[0.85, -1.56, -0.36], [1.60, 0.05, 0.01], [-0.57, -0.36, 0.43], [-0.61, 0.66, 0.15], [-0.29, 0.24, 0.38], [-0.30, 0.16, -0.02], [-0.39, 0.91, 0.07], [-0.82, 0.24, -0.27], [0.61, -0.34, 0.09], [-0.20, -0.11, -0.13], [-0.12, -0.49, -0.07], [0.55, 0.31, -0.36], [-0.32, 0.29, 0.08]],
  "nbo_charge": [-0.64, 0.10, 0.57, -0.72, 0.24, 0.23, 0.21, 0.19, 0.24, 0.24, 0.24, -0.54, -0.35]
}


Record 3
{
  "formula": "C10H22Br6O",
  "method": "ωB97M-V with the def2-TZVPD basis set",
  "smiles": "BrCCBr.BrCCBr.BrCCBr.CCOCC",
  "energy_ev": -433029.3514,
  "total_charge": 0,
  "lumo_ev": 0.499,
  "relative_energy_kcal_mol": 4.6,
  "homo_lumo_gap_ev": 10.356,
  "species": ["Br", "C", "C", "Br", "H", "H", "H", "H", "Br", "C", "C", "Br", "H", "H", "H", "H", "Br", "C", "C", "Br", "H", "H", "H", "H", "C", "C", "O", "C", "C", "H", "H", "H", "H", "H", "H", "H", "H", "H", "H"],
  "positions_angstrom": [[4.617, -2.314, 4.965], [2.841, -2.765, 4.317], [2.225, -1.538, 3.700], [0.447, -1.951, 3.046], [2.298, -3.123, 5.186], [2.904, -3.572, 3.593], [2.809, -1.205, 2.846], [2.123, -0.710, 4.394], [-6.508, 2.119, -1.925], [-5.214, 3.292, -1.105], [-5.530, 4.749, -1.306], [-7.190, 5.294, -0.493], [-4.267, 3.051, -1.584], [-5.122, 3.021, -0.058], [-5.575, 5.031, -2.353], [-4.766, 5.365, -0.835], [-1.769, 1.478, -1.849], [-0.373, 1.524, -0.510], [-0.626, 0.537, 0.589], [-2.027, 1.096, 1.791], [-0.356, 2.545, -0.140], [0.561, 1.288, -1.014], [0.272, 0.415, 1.191], [-0.894, -0.434, 0.184], [-0.174, -2.655, -1.606], [1.182, -2.338, -2.186], [1.773, -1.364, -1.331], [3.157, -1.201, -1.556], [3.615, -0.021, -0.728], [-0.813, -1.787, -1.749], [-0.655, -3.526, -2.047], [-0.024, -2.865, -0.545], [1.819, -3.227, -2.241], [1.088, -1.913, -3.193], [3.683, -2.122, -1.266], [3.343, -1.025, -2.623], [4.697, 0.035, -0.633], [3.156, -0.096, 0.258], [3.272, 0.911, -1.184]],
  "forces_ev_per_a": [[0.05, -0.08, -0.11], [-0.19, -0.05, 0.15], [0.18, 0.15, -0.12], [-0.11, -0.08, 0.00], [-0.11, 0.08, -0.01], [0.24, 0.02, 0.01], [-0.04, -0.02, -0.03], [-0.01, -0.08, 0.12], [-0.12, -0.11, -0.03], [0.34, 0.02, -0.06], [0.30, 0.17, -0.01], [-0.22, 0.06, 0.10], [0.01, 0.10, -0.01], [-0.21, 0.02, 0.05], [-0.13, -0.15, -0.06], [0.06, -0.11, 0.05], [-0.10, -0.04, -0.21], [0.02, 0.26, 0.07], [0.29, -0.26, -0.07], [-0.16, 0.03, 0.06], [0.11, 0.00, 0.01], [-0.03, -0.06, -0.06], [-0.04, 0.05, 0.03], [-0.05, -0.01, 0.10], [0.14, -0.02, 0.15], [0.01, 0.14, -0.02], [-0.10, -0.08, -0.08], [0.06, -0.02, -0.05], [-0.22, 0.20, -0.09], [-0.22, -0.02, 0.20], [0.09, 0.03, -0.22], [-0.23, 0.10, 0.03], [0.04, -0.01, 0.04], [0.09, -0.12, -0.06], [0.01, 0.05, -0.04], [0.07, -0.05, 0.02], [0.03, -0.10, 0.02], [0.16, 0.01, 0.10], [0.00, -0.03, 0.06]],
  "nbo_charge": [-0.01, -0.44, -0.45, -0.01, 0.23, 0.23, 0.22, 0.23, -0.01, -0.46, -0.46, 0.00, 0.24, 0.23, 0.23, 0.23, -0.02, -0.45, -0.46, -0.01, 0.23, 0.24, 0.23, 0.24, -0.63, -0.06, -0.56, -0.06, -0.62, 0.21, 0.22, 0.22, 0.16, 0.17, 0.16, 0.16, 0.22, 0.21, 0.21]
}


Record 4
{
  "formula": "C3H6N5O3",
  "method": "ωB97M-V with the def2-TZVPD basis set",
  "smiles": "C=NC1=[NH+]ON(N)[C@@H]1[N+](=O)[O-]",
  "energy_ev": -16785.3191,
  "total_charge": 1,
  "lumo_ev": -4.791,
  "relative_energy_kcal_mol": 187.9,
  "homo_lumo_gap_ev": 9.302,
  "species": ["C", "C", "C", "N", "N", "N", "N", "N", "O", "O", "O", "H", "H", "H", "H", "H", "H"],
  "positions_angstrom": [[0.686, -0.007, -0.303], [2.749, 1.189, -0.088], [-0.583, 0.158, 0.433], [1.893, 0.304, 0.007], [-1.449, -0.880, 0.055], [0.360, -0.950, -1.248], [-1.632, -1.882, 0.937], [-1.166, 1.680, 0.013], [-2.317, 1.629, -0.339], [-0.373, 2.532, 0.269], [-0.969, -1.266, -1.278], [2.550, 2.126, -0.646], [3.600, 1.316, 0.531], [-0.711, 0.280, 1.570], [0.990, -1.306, -1.959], [-2.650, -2.310, 0.927], [-0.977, -2.614, 1.120]],
  "forces_ev_per_a": [[-1.41, -3.38, -2.19], [-0.56, 3.15, -0.47], [-1.30, 2.05, 2.49], [0.35, -0.71, 0.87], [-0.03, -0.24, -0.55], [1.86, 2.33, 1.66], [-3.99, -1.02, 0.39], [-1.20, -3.53, 0.24], [1.30, 1.40, 0.14], [-0.12, 1.01, -0.41], [-0.49, -0.42, 0.06], [-0.05, -0.64, -0.27], [1.06, -1.03, 0.50], [1.12, -0.28, -1.73], [-0.40, -0.13, -0.10], [2.81, 1.49, -0.26], [1.04, -0.03, -0.36]],
  "nbo_charge": [0.44, 0.14, -0.10, -0.37, 0.02, -0.23, -0.64, 0.56, -0.27, -0.34, -0.19, 0.20, 0.22, 0.31, 0.45, 0.41, 0.38]
}